Record 1
{
  "formula": "H4NO3PS",
  "method": "the ωB97M-V functional and the def2-TZVPD basis",
  "elements": ["P", "H", "O", "O", "H", "S", "H", "H", "O", "N"],
  "xyz": [[0.418, -0.968, 0.783], [-1.378, -0.305, 1.763], [-0.577, -0.927, 1.996], [-0.721, 0.583, -0.186], [1.017, -2.334, -0.476], [2.324, -0.640, 1.165], [0.357, 2.145, -0.591], [0.223, 1.157, -1.936], [0.250, -2.414, 0.118], [-0.257, 1.542, -0.981]],
  "smiles": "NOP(O)(O)=S",
  "lumo_ev": [-0.4, -0.4],
  "e_above_lowest_kcal_mol": 41.3
}



Record 2
{
  "formula": "C15H48N6O15",
  "method": "the ωB97M-V functional and the def2-TZVPD basis",
  "elements": ["H", "H", "N", "H", "H", "O", "H", "H", "H", "O", "O", "C", "H", "H", "O", "H", "H", "H", "C", "H", "H", "C", "N", "H", "H", "H", "O", "H", "C", "N", "H", "C", "N", "H", "H", "H", "C", "O", "H", "H", "C", "C", "O", "N", "O", "C", "H", "H", "H", "C", "H", "O", "H", "H", "H", "N", "H", "H", "H", "C", "H", "H", "O", "H", "O", "H", "H", "H", "H", "H", "O", "H", "O", "C", "H", "H", "H", "O", "H", "O", "C", "H", "C", "C"],
  "xyz": [[2.191, -6.612, 2.733], [2.049, -5.312, 4.780], [1.246, 1.539, 4.145], [0.393, 1.976, -2.897], [1.468, 1.227, 3.216], [2.731, -3.121, -0.633], [3.837, -1.122, -2.289], [0.152, -1.232, -2.417], [3.644, -6.169, 4.549], [2.136, 1.468, -3.667], [0.148, -1.061, 4.119], [-4.092, -0.416, -1.756], [-2.536, 2.086, 1.776], [2.849, 1.799, -4.235], [-2.097, 2.130, 0.924], [3.587, -2.016, -3.745], [2.246, -2.293, -0.486], [-1.910, 4.096, 0.251], [3.201, -1.902, -2.723], [-5.800, -1.800, -1.537], [2.507, 2.988, -2.132], [1.510, 2.886, 4.331], [2.041, 3.519, 3.220], [-6.037, -0.486, -2.604], [-2.173, -0.440, 4.583], [2.287, 4.473, 3.400], [1.838, -1.449, -2.989], [-0.328, 2.740, -1.103], [1.394, 3.800, -3.492], [-0.643, -3.258, 4.115], [0.681, 0.963, 4.733], [3.123, -3.204, -1.990], [-2.750, 3.812, -4.644], [0.567, 1.444, 0.864], [1.953, 4.234, -4.332], [-2.650, 3.004, -5.227], [2.990, -5.353, 4.232], [3.500, -4.053, 4.434], [0.504, 4.401, -3.283], [-3.003, 4.702, -5.017], [-0.199, -0.309, -0.768], [-0.049, -1.141, 0.507], [1.180, -0.776, 1.149], [-2.089, -1.427, 4.421], [-0.655, -1.075, -1.884], [-1.345, 3.303, 0.772], [-3.889, 0.584, -1.360], [1.972, -0.648, -3.516], [4.232, -3.872, 3.837], [-0.793, -1.858, 4.228], [3.571, -5.590, 2.157], [2.228, 3.899, -2.308], [2.041, -4.400, 1.367], [-2.383, -1.154, -1.222], [-0.953, -1.058, 1.118], [-2.491, 2.264, -2.908], [0.721, 0.240, -0.982], [0.329, -3.398, 4.390], [0.051, -2.219, 0.315], [2.660, -5.622, 2.761], [-3.975, -0.489, -2.842], [0.354, 4.060, -0.260], [-6.438, 0.011, -0.765], [-0.964, 0.456, -0.602], [-3.320, -1.338, -1.025], [4.062, -3.748, -2.094], [-2.352, 2.156, -1.921], [2.347, -3.767, -2.526], [-2.445, 1.561, -3.615], [1.994, 3.096, 2.312], [1.784, -4.636, 2.264], [0.390, 2.215, -4.626], [-2.834, 4.482, -2.447], [-5.582, -0.739, -1.634], [-1.033, 3.838, 1.676], [-1.355, -3.669, 4.703], [1.105, -0.944, 2.105], [0.872, 2.294, 0.523], [-2.850, -1.982, 4.079], [1.485, 3.431, 5.443], [-2.682, 3.586, -3.287], [-6.332, 0.951, -0.932], [-0.129, 3.097, -0.085], [1.007, 2.344, -3.727]],
  "smiles": "NC(N)=O.NC(N)=O.NC(N)=O.OCCO.OCCO.OCCO.OCCO.OCCO.OCCO",
  "lumo_ev": 0.1,
  "e_above_lowest_kcal_mol": 23.0
}



Record 3
{
  "formula": "C18H13BBrF4IN3O4ReSbSe4",
  "method": "the ωB97M-V functional and the def2-TZVPD basis",
  "elements": ["C", "C", "H", "H", "C", "N", "C", "B", "Re", "Br", "H", "C", "N", "C", "H", "H", "C", "F", "C", "H", "F", "C", "C", "F", "O", "C", "H", "H", "H", "Se", "C", "H", "H", "Se", "C", "O", "C", "C", "F", "I", "Sb", "C", "Se", "O", "Se", "C", "H", "C", "H", "O", "N"],
  "xyz": [[3.336, 1.235, 4.345], [1.679, 0.661, -2.702], [4.710, -0.330, -4.871], [-0.727, -1.236, -0.543], [3.598, -0.080, 4.677], [-2.354, 0.047, -0.759], [2.311, 1.500, 3.456], [-2.368, -2.319, 2.077], [-1.320, 1.365, 0.554], [2.744, -0.583, -0.321], [3.917, 2.040, 4.770], [0.446, 1.053, -1.917], [-3.509, -2.024, -2.223], [1.837, -0.859, 3.280], [0.892, 1.568, -4.449], [1.224, -1.655, 2.883], [-4.139, -0.879, -2.004], [-2.659, -3.098, 0.959], [2.737, -0.048, -2.153], [-0.899, -3.482, -1.206], [-2.552, -0.968, 1.743], [-3.590, 0.162, -1.291], [0.445, 0.750, 2.014], [-3.205, -2.643, 3.120], [-0.082, -0.134, 1.336], [-2.290, -2.135, -1.704], [-2.162, -4.068, -2.167], [-5.140, -0.797, -2.400], [2.069, 2.514, 3.178], [-3.853, 5.942, 1.480], [3.824, -0.414, -2.932], [3.068, -2.151, 4.457], [2.848, 0.968, -5.859], [-6.037, 3.415, -0.830], [1.572, 0.454, 2.926], [-0.634, 1.041, -2.508], [-1.707, -1.091, -0.979], [2.860, -1.130, 4.170], [-1.050, -2.546, 2.437], [5.209, -0.491, 5.997], [-3.995, 3.803, 0.386], [1.730, 1.021, -4.041], [-1.866, 3.068, -0.866], [0.009, 1.940, 1.990], [-3.152, 1.804, 1.843], [2.819, 0.678, -4.819], [-4.143, 1.084, -1.141], [3.861, -0.049, -4.265], [4.630, -0.983, -2.491], [0.637, 1.360, -0.716], [-1.578, -3.282, -1.924]],
  "charge": -2,
  "spin_multiplicity": 4,
  "lumo_ev": [3.0, 3.0],
  "e_above_lowest_kcal_mol": 42.4
}